ORCA calculation (ωB97M-V/def2-TZVPD) on a structure of composition C33H20N9O9SeW at a distorted geometry.

Results
- HOMO (spin up / spin down) (Eh) = -0.15738 / -0.22409
- multiplicity = 3
- total charge = -1
- energy above the lowest of the compared OMol25 structures with the same formula, charge and spin (kcal/mol) = 11.5
- gap between HOMO and LUMO (spin up / spin down) (eV) = 5.31 / 6.39
- LUMO (spin up / spin down) (eV) = 1.031 / 0.296
- maximum force (eV Å⁻¹) = 2.88
- M (g mol⁻¹) = 949.38

CARTESIAN COORDINATES (ANGSTROEM)
W (-0.06037, 0.15413, -0.81113)
C (3.96201, 0.37375, 0.98705)
C (2.79327, 0.29675, 0.07388)
N (1.58920, 0.55379, 0.42072)
N (1.31040, 1.08094, 1.65107)
C (0.11478, 1.61092, 1.59645)
O (-0.55979, 1.64593, 0.49607)
C (-0.46873, 2.13597, 2.84911)
C (0.23566, 2.05242, 4.04595)
C (-0.35810, 2.47752, 5.22351)
C (-1.65538, 2.97603, 5.20652)
C (-2.35432, 3.06332, 4.01079)
C (-1.76108, 2.64493, 2.82986)
C (2.92153, -0.00213, -1.36150)
C (4.10532, -0.36069, -1.95770)
C (4.12591, -0.56742, -3.33409)
C (2.96687, -0.38444, -4.05316)
C (1.80437, -0.03029, -3.37811)
N (1.79033, 0.14486, -2.06299)
H (3.66194, 0.81553, 1.93066)
H (4.76197, 0.96966, 0.54395)
H (4.34350, -0.63375, 1.17486)
H (1.23671, 1.64373, 4.04352)
H (0.18454, 2.40563, 6.15745)
H (-2.12528, 3.28807, 6.13124)
H (-3.37137, 3.43238, 3.99969)
H (-2.29793, 2.67923, 1.89208)
H (4.99053, -0.48782, -1.35105)
H (5.03956, -0.87084, -3.82869)
H (2.93059, -0.53108, -5.12309)
H (0.86361, 0.11540, -3.88846)
O (1.14584, -5.26982, -3.84265)
C (0.91428, -4.25464, -3.25214)
C (1.53033, -3.82426, -1.90360)
O (2.39962, -4.39895, -1.29679)
C (0.86350, -2.55168, -1.61009)
C (0.00490, -2.17673, -2.59948)
O (-0.59332, -1.03034, -2.46481)
C (-0.01900, -3.11686, -3.71570)
O (-0.56980, -3.03363, -4.78690)
O (1.03084, -1.73737, -0.61910)
N (-2.13887, 0.12922, -0.90105)
C (-3.26604, 0.43155, -0.86971)
N (-4.50190, 0.63850, -0.78462)
C (-5.29796, 1.44360, -1.44845)
N (-6.07312, 2.12138, -1.97969)
O (0.79538, -2.75856, 2.08121)
C (-0.35154, -2.98369, 2.75907)
C (-0.37140, -4.08513, 3.61666)
C (-1.51459, -4.40133, 4.32458)
C (-2.66077, -3.61883, 4.20640)
C (-2.63160, -2.51487, 3.37557)
C (-1.49123, -2.17728, 2.64776)
C (-1.57914, -0.96658, 1.76340)
O (-2.43152, -0.12905, 1.92801)
O (-0.59565, -0.93570, 0.87386)
H (0.59304, -2.13908, 1.35106)
H (0.52301, -4.69143, 3.68536)
H (-1.51915, -5.27805, 4.96212)
H (-3.56040, -3.87146, 4.75195)
H (-3.49403, -1.86994, 3.26927)
Se (1.99770, 4.46751, -1.56492)
N (0.88656, 4.93386, -2.90666)
C (0.06866, 3.90780, -3.08701)
C (-0.97449, 3.81708, -4.03039)
C (-1.71795, 2.63497, -4.09454)
C (-1.46249, 1.57199, -3.26379)
N (-0.48208, 1.61049, -2.32214)
C (0.29022, 2.75670, -2.20882)
N (1.25316, 2.82497, -1.33530)
H (-1.18490, 4.65282, -4.68365)
H (-2.52266, 2.53409, -4.80993)
H (-2.01176, 0.64633, -3.32885)

Forces on atoms 1 to 6 (eV/Å):
-1.703 -2.115 -0.959
0.054 0.022 -0.006
0.406 -0.200 -0.513
-0.080 0.637 0.303
0.037 -0.071 0.129
0.488 0.040 0.367